Record 1
DFT (ωB97M-V with the def2-TZVPD basis set) results for a molecular structure, C21H21MoN5O2.

Output
Kohn-Sham gap (alpha / beta) = 0.194 / 0.191 hartree
Total energy = -35472.5031 eV
2S+1 = 3
E_HOMO (alpha / beta) = -0.7527 / -0.7544 Ha
LUMO energy (alpha / beta) = -15.21 / -15.32 eV
Charge = +4
<S²> = 2.159
Molar mass = 471.4 g/mol

Atoms and positions in Å:
N (-0.159, 1.781, -0.438)
C (0.177, 2.884, -0.551)
C (0.460, 4.303, -0.534)
H (-0.493, 4.842, -0.634)
H (1.113, 4.543, -1.381)
H (0.955, 4.568, 0.409)
N (2.401, -1.940, -1.169)
C (3.370, -2.565, -1.251)
C (4.580, -3.367, -1.277)
H (5.271, -2.933, -2.020)
H (4.313, -4.392, -1.591)
H (5.038, -3.365, -0.267)
N (-2.032, -1.085, -0.529)
C (-2.886, -1.877, -0.593)
C (-4.052, -2.726, -0.555)
H (-3.898, -3.543, 0.162)
H (-4.219, -3.141, -1.559)
H (-4.918, -2.114, -0.265)
Mo (0.430, -0.671, -1.621)
C (0.293, -2.242, 0.380)
O (0.469, -2.983, 1.239)
C (1.838, -0.011, 0.435)
O (2.617, 0.002, 1.271)
C (0.973, 0.683, -3.218)
C (-0.415, 0.731, -3.060)
C (-1.173, -0.435, -3.080)
C (-0.567, -1.684, -3.255)
C (0.821, -1.741, -3.455)
C (1.588, -0.559, -3.437)
H (1.564, 1.588, -3.118)
H (-0.910, 1.675, -2.862)
H (-2.241, -0.358, -2.908)
H (-1.156, -2.593, -3.166)
H (1.295, -2.710, -3.564)
H (2.666, -0.588, -3.546)
N (-2.215, -0.021, 3.307)
C (-1.573, -0.695, 2.301)
N (-0.492, -0.054, 1.910)
C (-0.407, 1.113, 2.635)
C (0.509, 2.167, 2.634)
C (0.416, 3.151, 3.626)
C (-0.607, 3.093, 4.583)
C (-1.592, 2.092, 4.549)
C (-1.480, 1.131, 3.563)
H (-3.053, -0.328, 3.806)
H (-1.979, -1.620, 1.916)
H (1.272, 2.163, 1.861)
H (1.147, 3.961, 3.683)
H (-0.651, 3.838, 5.374)
H (-2.413, 2.029, 5.262)

Record 2
DFT (ωB97M-V with the def2-TZVPD basis set) results for 2 unconnected molecules or ions with the total composition C2HBrCl4.

Output
Kohn-Sham gap (alpha / beta) = 0.320 / 0.252 hartree
Total energy = -122218.2528 eV
E_HOMO (alpha / beta) = -0.3406 / -0.3117 Ha
LUMO energy (alpha / beta) = -0.55 / -1.63 eV
Charge = 0
Molar mass = 246.7 g/mol

Atoms and positions in Å:
C (-0.567, -1.532, 0.564)
C (0.175, 1.125, -0.284)
Cl (-0.856, -1.814, -1.027)
Cl (1.114, -1.587, 0.966)
Cl (-0.290, 0.985, -1.990)
Cl (-0.586, 2.541, 0.562)
Br (2.025, 1.138, -0.056)
H (-1.015, -0.856, 1.265)

Record 3
DFT (ωB97M-V with the def2-TZVPD basis set) results for 2 unconnected molecules or ions with the total composition C2H5O2S2.

Output
Kohn-Sham gap = 0.247 hartree
Total energy = -27921.8617 eV
E_HOMO = -0.1444 Ha
LUMO energy = 2.80 eV
Charge = -1
Molar mass = 125.2 g/mol

Atoms and positions in Å:
C (-0.734, 0.264, 0.572)
S (-2.504, 0.653, 0.826)
S (-3.520, -0.410, -0.595)
H (-0.446, -0.637, 1.096)
H (-0.520, 0.194, -0.489)
H (-0.265, 1.160, 0.975)
H (-3.871, 0.604, -1.391)
O (1.894, -0.278, 0.354)
C (2.968, -0.425, -0.296)
O (3.407, 0.060, -1.340)
H (3.592, -1.185, 0.288)

Record 4
DFT (ωB97M-V with the def2-TZVPD basis set) results for a gas-phase ion, C6H12NSi (charge +1).

Output
Kohn-Sham gap (alpha / beta) = 0.309 / 0.260 hartree
Total energy = -15773.4902 eV
2S+1 = 3
E_HOMO (alpha / beta) = -0.4250 / -0.5476 Ha
LUMO energy (alpha / beta) = -3.16 / -7.82 eV
Charge = +1
<S²> = 2.014
Molar mass = 126.3 g/mol

Atoms and positions in Å:
C (-1.524, -1.265, -0.424)
C (-2.312, -3.486, -0.946)
C (-2.505, -2.215, -0.606)
C (0.920, 1.651, -1.478)
C (-0.085, 2.083, 1.424)
C (1.817, -0.539, 0.887)
N (-0.809, -0.349, -0.336)
Si (0.652, 0.851, 0.158)
H (-3.063, -4.116, -1.234)
H (-1.253, -3.850, -0.945)
H (-3.353, -1.890, -0.084)
H (0.784, 0.981, -2.379)
H (0.253, 2.455, -1.548)
H (2.065, 1.999, -1.516)
H (-0.657, 1.638, 2.138)
H (0.862, 2.461, 1.988)
H (-0.647, 3.002, 0.984)
H (1.420, -1.092, 1.742)
H (2.265, -1.209, 0.068)
H (2.718, 0.051, 1.260)

Record 5
DFT (ωB97M-V with the def2-TZVPD basis set) results for 2 unconnected molecules or ions with the total composition H5N2PS2.

Output
Kohn-Sham gap (alpha / beta) = 0.233 / 0.215 hartree
Total energy = -34018.5588 eV
2S+1 = 3
E_HOMO (alpha / beta) = -0.2116 / -0.3437 Ha
LUMO energy (alpha / beta) = 0.58 / -3.49 eV
Charge = 0
<S²> = 2.009
Molar mass = 128.2 g/mol

Atoms and positions in Å:
N (1.889, -1.146, -0.443)
N (-0.823, 0.519, -0.399)
P (-1.870, 0.753, 0.830)
S (-3.216, 1.980, 0.166)
S (-1.637, 0.032, 2.572)
H (2.083, -2.109, -0.561)
H (0.048, 0.100, -0.169)
H (-0.951, 1.283, -1.049)
H (2.359, -0.740, 0.352)
H (2.118, -0.672, -1.298)

Record 6
DFT (ωB97M-V with the def2-TZVPD basis set) results for a molecular structure, C19H34Cl4N2O4OsSi4Te.

Output
Kohn-Sham gap = 0.218 hartree
Total energy = -122786.0640 eV
E_HOMO = -0.2913 Ha
LUMO energy = -1.99 eV
Charge = 0
Molar mass = 926.5 g/mol

Atoms and positions in Å:
Os (-0.193, 0.001, -3.013)
C (3.417, 2.022, -3.864)
C (2.057, 1.641, -3.387)
N (1.569, 0.380, -3.580)
O (2.394, -0.479, -4.293)
C (1.220, 2.507, -2.733)
C (1.546, 3.918, -2.372)
N (-0.020, 1.936, -2.429)
O (-0.850, 2.598, -1.820)
H (3.735, 1.373, -4.675)
H (4.140, 1.923, -3.051)
H (3.420, 3.058, -4.198)
H (1.859, -1.289, -4.364)
H (2.552, 3.997, -1.960)
H (0.834, 4.273, -1.633)
H (1.481, 4.579, -3.240)
Cl (-3.404, -5.738, -4.628)
C (-3.045, -4.099, -4.245)
C (-4.086, -3.202, -3.963)
Cl (-5.725, -3.730, -4.025)
C (-3.794, -1.884, -3.630)
Cl (-5.026, -0.739, -3.266)
C (-2.467, -1.475, -3.573)
O (-2.098, -0.225, -3.228)
C (-1.440, -2.344, -3.909)
O (-0.225, -1.801, -3.936)
C (-1.724, -3.670, -4.218)
Cl (-0.408, -4.726, -4.567)
C (-0.230, 2.559, 3.825)
Si (-0.457, 2.174, 2.006)
C (-2.224, 2.483, 1.511)
C (0.684, 3.260, 1.028)
Si (0.083, -0.083, 1.721)
Te (-0.002, -0.906, -0.706)
Si (2.276, -0.554, 2.363)
C (2.362, -0.518, 4.230)
C (3.424, 0.736, 1.661)
C (2.800, -2.230, 1.737)
Si (-1.546, -1.558, 2.532)
C (-0.942, -3.307, 2.309)
C (-1.775, -1.175, 4.344)
C (-3.135, -1.327, 1.593)
H (-0.517, 3.593, 4.035)
H (0.811, 2.433, 4.131)
H (-0.843, 1.909, 4.455)
H (-2.453, 3.549, 1.585)
H (-2.925, 1.941, 2.150)
H (-2.398, 2.174, 0.477)
H (0.424, 4.312, 1.183)
H (0.587, 3.045, -0.027)
H (1.728, 3.120, 1.318)
H (2.036, 0.446, 4.628)
H (3.389, -0.691, 4.564)
H (1.730, -1.290, 4.675)
H (3.242, 1.719, 2.101)
H (3.297, 0.826, 0.579)
H (4.465, 0.464, 1.859)
H (2.195, -3.030, 2.167)
H (3.847, -2.421, 1.987)
H (2.693, -2.289, 0.651)
H (-0.060, -3.509, 2.921)
H (-0.675, -3.493, 1.266)
H (-1.719, -4.023, 2.590)
H (-0.834, -1.254, 4.893)
H (-2.486, -1.877, 4.788)
H (-2.163, -0.164, 4.492)
H (-2.974, -1.471, 0.522)
H (-3.550, -0.327, 1.732)
H (-3.882, -2.055, 1.921)

Record 7
DFT (ωB97M-V with the def2-TZVPD basis set) results for 2 unconnected molecules or ions with the total composition C5H12NO.

Output
Kohn-Sham gap = 0.177 hartree
Total energy = -8903.7381 eV
E_HOMO = -0.4240 Ha
LUMO energy = -6.72 eV
Charge = +1
Molar mass = 102.2 g/mol

Atoms and positions in Å:
C (0.276, -1.366, 1.150)
O (0.034, 0.578, 2.069)
C (1.375, -1.235, 0.222)
C (0.519, -1.039, -1.392)
C (-0.470, 0.045, -1.609)
C (-0.383, 1.257, -0.896)
N (-1.394, 1.801, -0.207)
H (-0.668, -1.651, 0.696)
H (0.542, -1.639, 2.165)
H (0.184, -0.182, 2.643)
H (1.945, -2.152, 0.040)
H (2.153, -0.484, 0.161)
H (0.176, -2.081, -1.409)
H (1.405, -1.044, -2.037)
H (-1.186, 0.019, -2.424)
H (0.576, 1.755, -0.799)
H (-1.125, 2.404, 0.553)
H (-2.279, 1.340, -0.084)
H (-0.042, 0.426, 1.108)

Record 8
DFT (ωB97M-V with the def2-TZVPD basis set) results for 10 unconnected molecules or ions with the total composition C14H38Br2N8O17.

Output
Kohn-Sham gap (alpha / beta) = 0.104 / 0.231 hartree
Total energy = -201924.3486 eV
2S+1 = 2
E_HOMO (alpha / beta) = -0.0426 / -0.1702 Ha
LUMO energy (alpha / beta) = 1.67 / 1.67 eV
Charge = -1
<S²> = 0.753
Molar mass = 750.3 g/mol

Atoms and positions in Å:
C (-5.018, 0.221, 1.046)
N (-5.649, 0.977, 2.162)
O (-5.292, 0.819, 3.317)
O (-6.599, 1.727, 1.762)
H (-5.644, -0.671, 1.009)
H (-4.007, -0.091, 1.312)
H (-4.957, 0.757, 0.099)
C (-0.202, 0.324, 0.621)
N (0.347, -0.349, -0.603)
O (-0.114, -1.460, -0.894)
O (1.109, 0.320, -1.303)
H (0.073, -0.190, 1.541)
H (-1.264, 0.111, 0.493)
H (-0.065, 1.404, 0.681)
C (0.629, 2.175, -4.024)
N (1.244, 3.512, -3.899)
O (1.891, 3.827, -2.871)
O (1.085, 4.304, -4.786)
H (0.853, 1.823, -5.031)
H (-0.439, 2.357, -3.902)
H (1.030, 1.639, -3.164)
C (-4.189, 4.070, 2.498)
N (-2.912, 3.318, 2.642)
O (-2.272, 3.588, 3.605)
O (-2.554, 2.453, 1.867)
H (-4.965, 3.446, 2.054)
H (-3.895, 4.954, 1.931)
H (-4.436, 4.443, 3.492)
C (-1.935, -0.098, -3.654)
N (-3.392, 0.132, -3.252)
O (-4.215, 0.283, -4.097)
O (-3.610, 0.175, -2.083)
H (-1.716, -1.160, -3.765)
H (-1.293, 0.390, -2.921)
H (-1.773, 0.429, -4.594)
C (2.770, -0.918, 4.727)
N (2.693, -0.629, 3.286)
O (2.506, -1.590, 2.519)
O (2.943, 0.523, 2.916)
H (3.817, -0.774, 4.994)
H (2.417, -1.911, 5.003)
H (2.163, -0.177, 5.248)
C (-2.403, 0.258, 4.821)
N (-1.032, -0.205, 4.691)
O (-0.275, 0.270, 3.847)
O (-0.700, -1.224, 5.325)
H (-2.905, 0.316, 3.855)
H (-2.542, 1.267, 5.209)
H (-2.977, -0.349, 5.521)
C (-0.513, -3.262, 2.789)
N (-2.014, -2.966, 2.694)
O (-2.808, -3.854, 2.991)
O (-2.290, -1.793, 2.463)
H (-0.285, -4.305, 2.571)
H (-0.324, -3.231, 3.862)
H (0.105, -2.585, 2.199)
Br (0.941, -4.679, -0.178)
C (0.659, -5.114, -2.127)
C (0.102, -3.808, -2.721)
Br (-0.664, -4.303, -4.452)
H (-0.088, -5.907, -2.137)
H (1.556, -5.546, -2.571)
H (1.010, -3.208, -2.777)
H (-0.784, -3.281, -2.366)
C (4.170, 1.376, -4.858)
C (4.095, 1.712, -3.369)
O (5.076, 0.776, -2.799)
C (5.052, 0.686, -1.366)
C (6.094, -0.271, -0.926)
H (5.200, 1.330, -5.213)
H (3.766, 0.367, -4.943)
H (3.645, 2.053, -5.532)
H (4.383, 2.751, -3.210)
H (3.120, 1.706, -2.882)
H (5.192, 1.690, -0.967)
H (4.061, 0.383, -1.028)
H (6.225, -0.369, 0.152)
H (7.062, 0.114, -1.248)
H (5.930, -1.278, -1.310)